# 1
C50H54CrIN8O2PS | wB97M-V/def2-TZVPD

Properties
Expectation value of S² ... 3.85
LUMO (alpha / beta) ... -2.51 / -2.63 eV
Highest occupied orbital energy (alpha / beta) ... -9.760 / -9.859 eV
E_tot ... -125386.298 eV
2S+1 ... 4
Total charge ... +1

Cartesian coordinates (Å):
Cr 0.4293 0.3319 0.3027
C -3.6393 6.0113 2.2685
C -2.2467 5.4840 2.1263
C -1.1213 6.2142 2.5039
C 0.1051 5.6225 2.2751
N 0.2372 4.4081 1.7467
C -0.8932 3.7736 1.4509
S -0.9086 2.1632 0.7643
N -2.1233 4.2639 1.6088
H -3.6577 6.9707 2.7811
H -4.2486 5.2895 2.8113
H -4.0819 6.1222 1.2777
H -1.2058 7.1988 2.9405
H 1.0315 6.1350 2.5164
C -2.0984 -0.2369 -1.7049
N -0.9362 0.6535 -1.9456
C -1.4893 1.9675 -2.3737
N -2.3175 1.8535 -3.5637
C -3.4255 0.9400 -3.2779
N -2.9348 -0.3866 -2.8904
C -2.1235 -0.9023 -3.9932
N -0.9842 -0.0292 -4.2928
C -0.1752 0.1075 -3.0895
C -1.5142 1.2916 -4.6476
H -2.6937 0.1922 -0.8967
H -1.7365 -1.2162 -1.3883
H -0.6581 2.6452 -2.5840
H -2.0808 2.3791 -1.5599
H -4.0467 0.8449 -4.1698
H -4.0268 1.3488 -2.4641
H -2.7478 -0.9802 -4.8845
H -1.7556 -1.8979 -3.7395
H 0.6654 0.7733 -3.3046
H 0.2155 -0.8745 -2.8116
H -2.1313 1.1956 -5.5421
H -0.6803 1.9641 -4.8605
O -1.1714 -0.6375 1.3636
P -1.8433 -1.0464 2.6521
C -1.1901 -2.5874 3.3357
C -0.9236 -3.6043 2.4192
C -0.4717 -4.8347 2.8646
C -0.2872 -5.0544 4.2257
C -0.5549 -4.0433 5.1353
C -1.0136 -2.8094 4.6945
C -1.8894 0.1696 3.9911
C -0.9765 1.2115 4.0853
C -1.0595 2.1186 5.1312
C -2.0545 1.9871 6.0871
C -2.9627 0.9379 6.0073
C -2.8839 0.0325 4.9633
C -3.5894 -1.3858 2.3137
C -4.4149 -0.2941 2.0408
C -5.7735 -0.4827 1.8580
C -6.3158 -1.7585 1.9439
C -5.4944 -2.8498 2.1834
C -4.1322 -2.6659 2.3745
H -1.0690 -3.4112 1.3629
H -0.2798 -5.6337 2.1580
H 0.0629 -6.0169 4.5756
H -0.3968 -4.2127 6.1925
H -1.2339 -2.0222 5.4043
H -0.2119 1.3246 3.3382
H -0.3438 2.9297 5.1818
H -2.1328 2.7026 6.8955
H -3.7376 0.8315 6.7550
H -3.6002 -0.7776 4.8911
H -3.9821 0.6995 1.9875
H -6.4174 0.3637 1.6580
H -7.3830 -1.9016 1.8359
H -5.9155 -3.8454 2.2335
H -3.5013 -3.5175 2.5878
O 0.7330 -1.6316 -0.6460
C 0.9789 -2.8297 -0.7297
C 2.3757 -3.3785 -0.8654
C 2.4069 -4.4145 -2.0087
C 1.5205 -4.0375 -3.2195
C 0.0558 -4.5091 -3.1419
C -0.7700 -3.7641 -2.0897
N -0.0260 -3.7636 -0.8196
H 2.7111 -3.8169 0.0791
H 3.0452 -2.5533 -1.1034
H 2.1205 -5.4047 -1.6449
H 3.4420 -4.4998 -2.3401
H 1.9578 -4.4902 -4.1096
H 1.5511 -2.9515 -3.3713
H 0.0436 -5.5784 -2.9080
H -0.4174 -4.3856 -4.1183
H -1.7482 -4.2223 -1.9488
H -0.9163 -2.7279 -2.3842
H 0.3238 -4.6954 -0.6359
C 3.8092 2.7638 4.2874
C 3.1699 3.1873 3.1092
C 2.5290 2.2884 2.3024
C 2.4862 0.9108 2.6158
C 1.7924 -0.0453 1.8059
C 1.9696 -1.3716 2.1185
C 2.7060 -1.8071 3.2401
C 3.2672 -0.8971 4.0812
C 3.1903 0.4817 3.7790
C 3.8262 1.4358 4.6060
H 4.3010 3.4833 4.9294
H 3.1790 4.2349 2.8377
H 2.0195 2.6387 1.4204
H 1.5325 -2.1412 1.4981
H 2.7922 -2.8695 3.4316
H 3.8024 -1.2061 4.9716
H 4.3454 1.0864 5.4908
I 5.7014 -0.5198 -1.9431
C 4.0797 0.7839 -1.7034
C 4.0590 2.0416 -2.2870
C 2.9381 2.8269 -2.0612
C 1.8940 2.3316 -1.3075
N 1.9104 1.1094 -0.7535
C 3.0120 0.3650 -0.9385
H 4.8870 2.4008 -2.8818
H 2.8772 3.8264 -2.4677
H 1.0099 2.9249 -1.1109
H 3.0381 -0.5833 -0.4262


# 2
C3H10ClFN3OP | wB97M-V/def2-TZVPD

Properties
LUMO ... 0.56 eV
Highest occupied orbital energy ... -9.674 eV
Energy relative to the best compared isomer or geometry (same formula, charge and spin) ... 0.0 kcal per mole
E_tot ... -34318.565 eV
2S+1 ... 1

Cartesian coordinates (Å):
C 2.3630 -0.1183 0.4352
O 1.7153 0.9704 1.0788
C 0.4805 1.3595 0.5532
N 0.5778 1.5683 -0.8619
Cl 0.1245 2.9562 1.2737
C -0.6033 0.3175 1.0356
F -1.1876 0.7508 2.2122
N -1.6402 -0.0033 0.1064
P -1.5164 -1.3290 -0.9241
N -1.3791 -2.7191 -0.2776
H 1.7061 -0.9871 0.3099
H 2.7742 0.1792 -0.5324
H 3.1832 -0.3949 1.0910
H 0.8736 0.7432 -1.3667
H -0.2669 1.9466 -1.2659
H -0.0730 -0.6055 1.2865
H -2.1403 0.8003 -0.2546
H -2.5857 -0.9866 -1.7767
H -0.3949 -1.0323 -1.7197
H -2.1781 -3.3356 -0.2891


# 3
C46H35CdClF5IN2O3P2S2Te | wB97M-V/def2-TZVPD

Properties
LUMO ... 3.73 eV
Highest occupied orbital energy ... -2.447 eV
Energy relative to the best compared isomer or geometry (same formula, charge and spin) ... 0.0 kcal per mole
E_tot ... -143712.687 eV
2S+1 ... 1
Total charge ... -2

Cartesian coordinates (Å):
Cd 0.9134 1.7102 0.9833
C 0.2541 -1.0015 -2.1561
C -0.2050 -1.9481 -1.0407
P -0.5519 -1.0958 0.5653
C -2.3532 -1.3120 0.8582
C -3.1070 -2.3891 0.3947
C -4.4311 -2.5427 0.7724
C -5.0109 -1.6392 1.6551
C -4.2611 -0.5875 2.1547
C -2.9458 -0.4168 1.7436
C 0.0049 -2.2906 1.8416
C 0.1772 -3.6544 1.6208
C 0.5375 -4.4947 2.6641
C 0.7070 -3.9819 3.9436
C 0.5096 -2.6295 4.1766
C 0.1714 -1.7877 3.1283
P -0.9310 -0.0155 -3.1917
C -2.0708 -1.3583 -3.7310
C -1.8941 -1.7827 -5.0486
C -2.6171 -2.8475 -5.5695
C -3.5461 -3.5066 -4.7790
C -3.7368 -3.0979 -3.4658
C -3.0054 -2.0391 -2.9498
C -1.8864 1.0343 -2.0053
C -1.0192 2.0611 -1.3269
C -2.3336 2.9860 0.3045
C -3.6977 2.4823 0.0209
C -4.0865 1.6716 -0.9673
C -3.2228 0.9659 -1.9011
H 0.8142 -1.5717 -2.9049
H 0.9585 -0.2610 -1.7812
H 0.6214 -2.6340 -0.8369
H -1.0484 -2.5583 -1.3684
H -2.6545 -3.1348 -0.2483
H -5.0037 -3.3844 0.3998
H -6.0359 -1.7755 1.9768
H -4.6751 0.0879 2.8908
H -2.3626 0.4051 2.1467
H 0.0302 -4.0736 0.6322
H 0.6798 -5.5529 2.4786
H 0.9848 -4.6388 4.7587
H 0.6021 -2.2127 5.1711
H 0.0092 -0.7346 3.3397
H -1.1728 -1.2670 -5.6721
H -2.4548 -3.1587 -6.5941
H -4.1200 -4.3318 -5.1822
H -4.4517 -3.6088 -2.8319
H -3.1604 -1.7458 -1.9212
H 0.5324 2.3058 -2.6028
H -2.3283 3.6613 1.1569
H -4.4673 2.8625 0.6867
H -5.1430 1.4372 -1.0350
H -3.7399 0.2460 -2.5209
Cl 5.1075 0.9501 6.7269
C 4.2518 0.7249 5.2121
C 4.4224 -0.4340 4.5150
C 3.7471 -0.6508 3.3028
I 4.0527 -2.4367 2.3021
C 2.8863 0.2859 2.7543
O 2.2519 0.0915 1.6576
C 2.7176 1.5098 3.5102
N 1.8666 2.4355 2.9970
C 1.6358 3.5452 3.6451
C 2.2528 3.8498 4.8716
C 3.1227 2.9468 5.4061
C 3.3830 1.7338 4.7316
H 5.0826 -1.1978 4.9023
H 0.9286 4.2342 3.1969
H 2.0136 4.7735 5.3790
H 3.6114 3.1368 6.3525
C -3.3554 2.8047 4.1661
O -3.4261 1.5101 4.7370
C -2.3045 0.8206 5.1299
S -2.6628 -0.6858 5.7619
S -0.7689 1.5202 4.9536
H -4.1596 3.3926 4.6143
H -3.5262 2.7256 3.0886
H -2.3883 3.2713 4.3450
N 0.3664 9.8198 -2.4605
C 0.0851 8.7393 -2.1828
C -0.2764 7.3909 -1.8328
C -1.0532 7.1476 -0.7036
C -1.4228 5.8559 -0.3833
C -1.0171 4.7704 -1.1660
C -0.2430 5.0371 -2.3015
C 0.1275 6.3248 -2.6344
C -1.4238 3.4103 -0.8191
C -0.9864 2.3400 0.1457
H -1.3721 7.9754 -0.0841
H -2.0444 5.6812 0.4838
H 0.0739 4.2286 -2.9422
H 0.7298 6.5077 -3.5137
F 4.9866 0.8380 0.6728
Te 3.7813 0.7248 -0.8336
F 4.9573 2.0287 -1.5044
F 2.8683 2.4281 -0.0681
F 4.9868 -0.5276 -1.6724
F 2.9410 1.0929 -2.5910
O 0.3273 1.9340 -1.7404


# 4
C24H41NNdP2 | wB97M-V/def2-TZVPD

Properties
Expectation value of S² ... 3.76
LUMO (alpha / beta) ... -3.82 / -3.73 eV
Highest occupied orbital energy (alpha / beta) ... -8.019 / -8.033 eV
Energy relative to the best compared isomer or geometry (same formula, charge and spin) ... 43.9 kcal per mole
E_tot ... -60885.516 eV
2S+1 ... 4
Total charge ... +1

Cartesian coordinates (Å):
Nd -0.6948 0.6900 1.2350
C 0.6791 1.3449 -0.7880
C -0.5982 1.9604 -0.9370
C 0.4124 2.8591 0.9440
C 1.3134 1.9041 0.3608
C -0.7680 2.9011 0.1245
C 1.3008 0.3838 -1.7358
H 0.6509 -0.4580 -1.9916
H 2.2118 -0.0553 -1.3320
H 1.5523 0.8935 -2.6744
C 2.6371 1.4844 0.8948
H 3.3175 1.2969 0.0549
H 2.5891 0.5602 1.4882
H 3.0577 2.2705 1.5292
C 0.5188 3.3654 2.3417
H 1.5766 3.5761 2.5688
H 0.1411 2.6343 3.1029
H -0.0697 4.2961 2.4259
C -2.0824 3.4261 0.5829
H -1.9865 4.4834 0.8560
H -2.4748 2.8989 1.4808
H -2.8447 3.3473 -0.2019
C -1.6059 1.6676 -2.0048
H -2.2058 2.5692 -2.2054
H -2.3226 0.8698 -1.7283
H -1.0996 1.3543 -2.9305
C 0.0683 -3.6093 -1.2194
C -0.0300 -2.8584 -2.3260
C -1.2416 -2.1040 -2.7760
C -2.5912 -2.8449 -2.6163
C -3.4454 -2.4685 -1.4964
C -3.2070 -2.4464 -0.0738
C -1.7560 -2.7506 0.4429
C -1.0654 -3.9153 -0.3065
H -1.1374 -1.9275 -3.8599
H -2.4321 -3.9345 -2.7322
H -1.3251 -1.0923 -2.3471
H -1.8745 -4.4208 -0.9339
H 1.0377 -4.0087 -0.8959
H 0.8452 -2.7729 -2.9764
H -0.7293 -4.6675 0.4285
H -1.1456 -1.8318 0.3930
H -3.4900 -1.4195 0.2952
H -1.7939 -3.0304 1.5060
H -3.1872 -2.5845 -3.5072
H -4.3006 -1.8469 -1.8231
P -3.4269 -5.3183 -1.0013
C -2.7840 -6.9985 -0.8810
C -4.6674 -5.3497 -2.3256
P -4.6553 -3.2567 0.8145
C -4.2973 -5.0382 0.5672
C -6.1106 -2.9363 -0.2310
C -5.4176 -3.2941 2.4463
H -2.4404 -7.1899 0.1432
H -1.9389 -7.1091 -1.5765
H -3.5878 -7.6959 -1.1474
H -5.2313 -6.2875 -2.2391
H -4.1575 -5.3294 -3.2978
H -5.3600 -4.5029 -2.2840
H -6.1583 -4.1107 2.4354
H -5.9310 -2.3468 2.6332
H -4.6857 -3.4918 3.2334
H -3.6715 -5.4125 1.4014
H -5.2480 -5.6035 0.5531
H -6.6919 -2.1682 0.2942
H -6.7104 -3.8484 -0.3334
H -5.8969 -2.5491 -1.2311
N 1.4541 -1.5793 3.1508
C 0.8393 -0.8778 2.4357


# 5
C32H44GeNOSiSr | wB97M-V/def2-TZVPD

Properties
LUMO (alpha / beta) ... -5.16 / -3.21 eV
Highest occupied orbital energy (alpha / beta) ... -10.748 / -10.666 eV
Energy relative to the best compared isomer or geometry (same formula, charge and spin) ... 169.7 kcal per mole
E_tot ... -102655.190 eV
2S+1 ... 1
Total charge ... +1

Cartesian coordinates (Å):
Sr 0.8397 1.2295 1.2798
C 0.7939 3.2109 2.3739
C 1.6050 3.3447 1.2743
C 2.6927 2.4714 1.4507
C 2.5368 1.7709 2.6568
C 1.3838 2.2332 3.2443
C 0.8030 1.9013 4.5716
C 3.4570 0.6959 3.1188
C 3.8121 2.2620 0.5007
C 1.4101 4.2008 0.0707
C -0.4912 3.8825 2.6979
H 0.7469 2.8108 5.1748
H 1.4155 1.1873 5.1194
H -0.2179 1.5036 4.5142
H 4.4837 1.0604 3.1782
H 3.4631 -0.1683 2.4405
H 3.1788 0.3308 4.1059
H 4.7054 2.7847 0.8578
H 3.5930 2.6463 -0.4967
H 4.0871 1.2051 0.4175
H 2.2523 4.8845 -0.0450
H 0.5109 4.8091 0.1551
H 1.3363 3.6246 -0.8623
H -0.3851 4.4497 3.6262
H -1.3116 3.1708 2.8614
H -0.8051 4.5850 1.9272
O 1.4061 -2.2137 1.7962
C 2.0234 -3.0133 0.7974
C 2.8254 -2.2107 -0.2016
C 4.0869 -2.6379 -0.6011
C 4.7632 -1.9238 -1.5757
C 4.1609 -0.7989 -2.1206
C 2.9167 -0.4320 -1.6420
N 2.2619 -1.1090 -0.6956
H 0.5189 -2.0095 1.4896
H 1.2588 -3.5769 0.2534
H 2.6807 -3.7204 1.3009
H 4.5252 -3.5213 -0.1561
H 5.7403 -2.2473 -1.9092
H 4.6506 -0.2280 -2.8969
H 2.3970 0.4363 -2.0367
Ge -1.5073 -0.5552 1.4976
C -2.1717 -2.3146 0.8394
C -2.7589 -3.2186 1.7204
C -3.3619 -4.3714 1.2403
C -3.3865 -4.6300 -0.1234
C -2.7990 -3.7360 -1.0086
C -2.1855 -2.5909 -0.5292
C -3.0198 0.6481 1.0446
C -3.0568 1.2244 -0.2298
C -4.1369 1.9970 -0.6239
C -5.1758 2.2346 0.2656
C -5.1352 1.6887 1.5414
C -4.0678 0.8917 1.9263
H -1.6989 -0.7729 3.0169
H -2.7526 -3.0106 2.7848
H -3.8190 -5.0664 1.9322
H -3.8598 -5.5295 -0.4938
H -2.8321 -3.9306 -2.0738
H -1.7228 -1.8810 -1.2054
H -2.2294 1.0321 -0.9061
H -4.1789 2.4065 -1.6254
H -6.0144 2.8487 -0.0337
H -5.9417 1.8777 2.2374
H -4.0513 0.4440 2.9142
C 0.2677 0.1760 -5.1425
Si -0.6632 -0.7611 -3.7857
C -0.0250 -2.5297 -3.6292
C -2.5162 -0.7212 -4.1482
C -0.2704 0.1285 -2.1989
H 0.0575 -0.2205 -6.1368
H 1.3460 0.1157 -4.9791
H -0.0132 1.2314 -5.1378
H -0.3261 -3.1408 -4.4818
H -0.3998 -3.0130 -2.7241
H 1.0666 -2.5426 -3.5826
H -2.7230 -1.1341 -5.1370
H -2.8932 0.3033 -4.1277
H -3.0838 -1.2976 -3.4144
H -0.2067 1.2161 -2.1714
H 0.1346 -0.3774 -1.3270


# 6
C18H50BrNO18S5Si2 | wB97M-V/def2-TZVPD

Properties
LUMO ... 0.09 eV
Highest occupied orbital energy ... -10.128 eV
E_tot ... -197794.971 eV
2S+1 ... 1

Cartesian coordinates (Å):
C -4.1395 3.7718 -5.8621
C -3.7004 2.8506 -4.7179
Br -2.6397 3.8535 -3.4205
C -2.9078 1.6391 -5.2022
Si -2.1826 0.4222 -3.9836
O -0.5703 0.2981 -4.0284
Si 0.6606 1.4106 -4.0562
O -2.6431 0.7434 -2.3916
N -4.0171 0.4746 -2.1573
O -4.3376 0.8111 -1.0911
H -3.5488 3.5693 -6.7593
H -4.0093 4.8257 -5.6204
H -5.1912 3.6023 -6.1031
H -4.5910 2.5046 -4.1912
H -2.1355 1.9830 -5.9016
H -3.6030 1.0217 -5.7912
H -2.7259 -0.9157 -4.2812
H 0.4706 2.4205 -2.9978
H 0.6990 2.0702 -5.3781
H 1.9123 0.6718 -3.8387
C -1.4262 -4.4066 -9.7498
C -2.0742 -3.9597 -8.4592
O -1.1910 -4.0880 -7.3119
S -0.0620 -2.9899 -7.1417
C 0.3724 -3.3557 -5.4804
O -0.6708 -1.6950 -7.2148
O 1.0387 -3.2887 -8.0028
H -0.6163 -3.7413 -10.0426
H -2.1775 -4.4111 -10.5403
H -1.0189 -5.4120 -9.6454
H -2.4226 -2.9280 -8.5118
H -2.9216 -4.5904 -8.2000
H -0.4797 -3.1406 -4.8415
H 1.2109 -2.7072 -5.2337
H 0.6648 -4.4005 -5.4206
C 6.6000 0.4582 -1.3203
C 5.9667 -0.6633 -0.5279
O 4.9245 -0.2000 0.3699
S 3.5195 0.1509 -0.2786
C 2.5684 0.2277 1.1823
O 3.0963 -0.9588 -1.0860
O 3.5842 1.4460 -0.8855
H 5.8984 0.8907 -2.0308
H 7.4566 0.0653 -1.8696
H 6.9408 1.2512 -0.6549
H 5.5484 -1.4354 -1.1743
H 6.6878 -1.1340 0.1372
H 2.5294 -0.7569 1.6365
H 1.5710 0.5374 0.8803
H 2.9987 0.9559 1.8651
C 1.7065 1.5195 7.1206
C 3.1867 1.7769 7.2905
O 4.0225 0.7117 6.7290
S 4.2304 0.7035 5.1620
C 5.5307 -0.4753 5.1057
O 4.7115 1.9840 4.7396
O 3.0760 0.1590 4.5125
H 1.4174 1.5573 6.0728
H 1.1280 2.2678 7.6620
H 1.4493 0.5329 7.5062
H 3.4992 2.7224 6.8475
H 3.4683 1.7903 8.3403
H 6.4021 -0.0603 5.6040
H 5.7335 -0.6523 4.0513
H 5.1925 -1.3877 5.5892
C -3.0589 1.0678 5.0660
C -2.1131 2.2434 5.0734
O -2.6579 3.4021 5.7735
S -2.6550 3.3691 7.3497
C -2.9764 5.0754 7.6150
O -1.3362 3.0383 7.8047
O -3.7578 2.5989 7.8324
H -3.1918 0.6564 6.0661
H -2.6535 0.2952 4.4141
H -4.0362 1.3650 4.6865
H -1.1503 1.9944 5.5200
H -1.9339 2.6175 4.0681
H -2.1413 5.6534 7.2304
H -3.0768 5.2058 8.6903
H -3.9039 5.3329 7.1110
C -2.6261 -3.8626 2.9848
C -1.4361 -4.0636 2.0745
O -1.4906 -3.2299 0.8831
S -1.1221 -1.7021 1.0551
C -0.9218 -1.3064 -0.6436
O 0.1349 -1.6070 1.7383
O -2.2411 -0.9873 1.5883
H -2.6247 -2.8710 3.4338
H -2.5909 -4.6055 3.7823
H -3.5570 -3.9835 2.4314
H -0.4924 -3.8722 2.5853
H -1.4061 -5.0748 1.6751
H -0.0727 -1.8611 -1.0352
H -0.7393 -0.2342 -0.6941
H -1.8422 -1.5523 -1.1666


# 7
C2H3N3O | wB97M-V/def2-TZVPD

Properties
LUMO ... 0.74 eV
Highest occupied orbital energy ... -10.341 eV
Energy relative to the best compared isomer or geometry (same formula, charge and spin) ... 95.7 kcal per mole
E_tot ... -8636.345 eV
2S+1 ... 1

Cartesian coordinates (Å):
O 1.9958 -0.1851 -0.1814
N 0.6030 -0.2537 0.0100
C -0.1365 0.9178 -0.0582
C -1.3350 0.3559 -0.1099
N -1.3714 -1.0243 -0.0581
N -0.0753 -1.2680 -0.0354
H 2.2059 -1.0831 0.2889
H 0.4351 1.8339 0.3464
H -2.3215 0.7066 -0.2024